{"formula": "C44H100N4O12", "method": "wB97M-V/def2-TZVPD", "e_above_lowest_kj_mol": 137.37, "molar_mass_g_mol": 877.3, "max_force_ev_per_a": 2.9, "e_homo_ev": -8.121, "smiles": "CC1(C)CCCC(C)(C)N1O.CC1(C)CCCC(C)(C)N1O.CC1(C)CCCC(C)(C)N1O.CC1(C)CCCC(C)(C)N1O.OCCO.OCCO.OCCO.OCCO", "homo_lumo_gap_ev": 8.381, "total_charge": 0, "species": ["C", "C", "C", "C", "C", "C", "C", "C", "C", "N", "O", "H", "H", "H", "H", "H", "H", "H", "H", "H", "H", "H", "H", "H", "H", "H", "H", "H", "H", "H", "C", "C", "C", "C", "C", "C", "C", "C", "C", "N", "O", "H", "H", "H", "H", "H", "H", "H", "H", "H", "H", "H", "H", "H", "H", "H", "H", "H", "H", "H", "C", "C", "C", "C", "C", "C", "C", "C", "C", "N", "O", "H", "H", "H", "H", "H", "H", "H", "H", "H", "H", "H", "H", "H", "H", "H", "H", "H", "H", "H", "C", "C", "C", "C", "C", "C", "C", "C", "C", "N", "O", "H", "H", "H", "H", "H", "H", "H", "H", "H", "H", "H", "H", "H", "H", "H", "H", "H", "H", "H", "O", "C", "C", "O", "H", "H", "H", "H", "H", "H", "O", "C", "C", "O", "H", "H", "H", "H", "H", "H", "O", "C", "C", "O", "H", "H", "H", "H", "H", "H", "O", "C", "C", "O", "H", "H", "H", "H", "H", "H"], "coordinates": [[3.982, -1.793, 2.686], [4.270, -1.367, 1.244], [4.521, 0.153, 1.245], [5.510, -2.024, 0.630], [5.408, -3.467, 0.350], [4.275, -3.687, -0.676], [2.906, -3.125, -0.133], [1.861, -2.940, -1.228], [2.247, -4.090, 0.852], [3.179, -1.758, 0.348], [1.950, -1.238, 0.838], [4.018, -2.888, 2.778], [4.810, -1.392, 3.356], [3.039, -1.393, 3.089], [5.585, 0.268, 1.499], [4.357, 0.524, 0.233], [3.872, 0.748, 1.952], [5.829, -1.404, -0.191], [6.347, -1.821, 1.310], [6.377, -3.771, -0.050], [5.363, -4.033, 1.318], [4.000, -4.728, -0.854], [4.498, -3.234, -1.663], [1.733, -3.916, -1.697], [2.138, -2.158, -1.923], [0.906, -2.728, -0.705], [2.060, -4.993, 0.277], [1.368, -3.691, 1.334], [2.879, -4.310, 1.800], [1.829, -0.463, 0.280], [-2.867, 1.381, 3.898], [-2.108, 1.411, 5.269], [-2.188, 2.830, 5.786], [-2.823, 0.514, 6.302], [-2.520, -0.984, 6.016], [-0.985, -1.166, 6.131], [-0.269, -0.337, 5.065], [1.226, -0.356, 5.424], [-0.432, -0.946, 3.634], [-0.653, 1.089, 5.289], [-0.038, 1.924, 4.385], [-3.854, 1.697, 4.107], [-2.424, 2.127, 3.194], [-2.863, 0.454, 3.340], [-1.651, 2.837, 6.719], [-1.677, 3.543, 5.124], [-3.187, 3.246, 6.002], [-2.439, 0.869, 7.255], [-3.808, 0.836, 6.273], [-3.010, -1.589, 6.795], [-2.798, -1.360, 4.993], [-0.709, -2.205, 5.942], [-0.599, -0.862, 7.086], [1.612, -1.332, 5.689], [1.389, 0.172, 6.331], [1.834, 0.021, 4.604], [-1.442, -0.805, 3.202], [-0.046, -1.996, 3.748], [0.324, -0.437, 2.966], [-0.199, 1.514, 3.510], [0.086, 2.436, -6.871], [0.333, 2.017, -5.391], [-0.814, 2.601, -4.633], [0.245, 0.448, -5.215], [1.537, -0.253, -5.671], [2.739, 0.349, -4.942], [2.899, 1.859, -5.219], [3.965, 2.384, -4.176], [3.467, 2.052, -6.628], [1.649, 2.586, -4.865], [1.726, 3.961, -5.016], [0.366, 3.463, -7.099], [-0.991, 2.313, -7.030], [0.594, 1.732, -7.508], [-1.639, 1.911, -4.831], [-1.034, 3.640, -4.891], [-0.602, 2.533, -3.567], [0.111, 0.187, -4.192], [-0.607, 0.116, -5.792], [1.742, -0.261, -6.738], [1.439, -1.345, -5.410], [3.672, -0.187, -5.214], [2.622, 0.262, -3.841], [4.796, 1.686, -4.157], [4.253, 3.352, -4.632], [3.557, 2.487, -3.181], [4.508, 1.747, -6.663], [2.904, 1.457, -7.349], [3.352, 3.109, -6.919], [1.808, 4.301, -5.920], [-3.262, -1.447, -1.585], [-3.520, -2.883, -2.237], [-3.960, -2.778, -3.646], [-2.175, -3.633, -2.176], [-1.796, -4.016, -0.678], [-2.891, -4.996, -0.212], [-4.216, -4.285, -0.182], [-5.253, -5.370, 0.158], [-4.293, -3.250, 1.014], [-4.529, -3.698, -1.507], [-5.729, -2.973, -1.468], [-2.411, -1.511, -0.873], [-2.840, -0.746, -2.268], [-4.194, -1.025, -1.124], [-4.166, -3.763, -4.015], [-4.975, -2.343, -3.690], [-3.236, -2.272, -4.319], [-2.371, -4.590, -2.633], [-1.435, -3.033, -2.687], [-0.800, -4.469, -0.572], [-1.828, -3.144, 0.024], [-2.642, -5.371, 0.803], [-2.942, -5.910, -0.874], [-6.233, -4.939, 0.297], [-5.028, -5.976, 1.083], [-5.353, -6.054, -0.701], [-4.007, -3.781, 1.910], [-5.247, -2.760, 1.138], [-3.499, -2.491, 1.072], [-5.615, -2.453, -0.641], [0.990, 3.721, 1.011], [1.350, 4.668, -0.016], [2.089, 4.047, -1.150], [1.182, 3.212, -1.971], [0.075, 3.496, 0.714], [0.425, 5.155, -0.408], [1.943, 5.438, 0.457], [2.890, 3.447, -0.721], [2.481, 4.879, -1.797], [1.628, 3.058, -2.834], [4.433, 3.099, 3.359], [3.050, 2.889, 3.772], [2.454, 4.229, 4.167], [3.349, 4.770, 5.092], [4.838, 2.243, 3.419], [2.491, 2.442, 2.932], [3.077, 2.244, 4.648], [1.545, 3.924, 4.695], [2.266, 4.823, 3.301], [4.216, 4.543, 4.765], [-5.759, 1.565, 0.206], [-5.585, 2.885, -0.258], [-4.927, 2.847, -1.595], [-3.768, 2.017, -1.557], [-4.952, 1.118, 0.006], [-6.627, 3.255, -0.160], [-5.022, 3.479, 0.460], [-4.709, 3.883, -1.914], [-5.587, 2.450, -2.409], [-3.756, 1.440, -2.318], [-1.454, 2.405, 0.211], [-0.938, 1.151, 0.503], [-0.358, 0.391, -0.619], [0.949, 0.798, -0.996], [-2.209, 2.334, -0.428], [-0.203, 1.288, 1.274], [-1.699, 0.550, 0.946], [-1.096, 0.281, -1.445], [-0.153, -0.598, -0.312], [0.926, 1.781, -1.257]], "atomic_forces_ev_per_a": [[1.4640, 0.0318, 1.0738], [-0.5385, -0.5811, 0.3590], [-0.5593, 0.1057, 0.1071], [0.7457, 1.6798, 1.6897], [0.2016, -1.1586, -0.4105], [-1.4084, -0.2035, 0.6447], [1.0436, 0.9993, 0.1016], [-0.4034, -0.7266, 0.5964], [1.8794, -0.2346, 2.1810], [-0.4175, 0.7095, -0.4121], [0.1021, 0.2003, 0.4407], [-0.1973, 0.3167, 0.1411], [-0.8821, -0.4479, -0.6788], [0.2566, -0.2416, -0.4315], [-0.3460, 0.3396, 0.0808], [0.0685, 0.1892, -0.0122], [0.6233, -0.7871, -0.7142], [-0.2885, -0.0872, -1.0190], [-0.0905, -0.2806, 0.3699], [-0.0907, -0.2351, -0.3010], [-0.6312, 0.2781, -0.9089], [0.6491, -0.2576, -0.1094], [0.0573, -0.0179, 0.6316], [-0.0359, 0.0635, -0.4975], [-0.0509, 0.0953, -0.2221], [0.4682, 0.1749, -0.6538], [-0.2793, -0.3131, 0.4112], [-0.6242, 0.2229, -0.4826], [-0.5497, -0.0602, -1.8392], [-0.2161, 0.4419, -0.2593], [2.1075, 0.5698, -0.3573], [-0.5858, -0.2397, -0.2539], [0.0864, 1.1601, 0.0739], [2.4410, -0.4989, -1.3521], [0.4141, 0.2208, 0.7129], [-0.9531, -0.0079, -1.2152], [0.8006, 0.2923, 0.4774], [0.0338, -0.6238, -0.6420], [1.1648, 0.7174, 0.2359], [-1.7657, -1.1722, 0.2644], [0.9516, 0.0691, -1.4548], [-1.1589, 0.2038, 0.0328], [-0.2833, -0.3355, 0.5511], [-0.2334, -0.3855, 0.2575], [0.2882, 0.1930, 0.4831], [-0.1765, -0.2611, 0.0812], [0.1004, -0.5749, -0.3282], [0.1875, -0.6108, 0.4235], [-2.2608, -0.0017, -0.0759], [0.0029, -0.0557, -0.4721], [-0.2261, 0.6026, 0.9866], [-0.0210, -0.0787, 0.2097], [-0.0159, 0.1043, 0.6556], [-0.1872, -0.7375, -0.4088], [0.0777, 1.0591, 0.5704], [0.1079, 0.2498, 0.1466], [0.6663, -0.6738, 0.2479], [-0.8424, 0.8097, -0.5054], [-0.8116, -0.5492, 0.3732], [0.1577, 0.5405, 0.1509], [-0.1473, -1.0785, 0.6979], [0.7594, 0.4587, -0.8498], [-0.1760, -0.1797, 1.1355], [1.7552, 1.3413, -1.5264], [-0.0353, -1.2196, 0.8894], [-0.4745, 0.1427, 0.5535], [1.2060, -0.1890, 1.3392], [-0.4883, 0.3367, -2.1498], [-1.0863, 0.5779, -0.0204], [-0.9474, -2.1604, -0.4435], [0.0974, 0.9365, 0.6698], [-0.0175, -0.0566, 0.0591], [0.1760, 0.1742, -0.2726], [0.2852, -0.0186, -0.6267], [-0.3841, 0.5522, -0.0384], [-0.1102, -0.2147, -0.0131], [-0.1116, 0.1832, 0.1820], [-0.2880, 0.0314, 1.0347], [-0.3003, -0.0992, -0.1101], [-0.3568, 0.3015, -0.2815], [0.1727, 0.9054, -0.1547], [-0.4133, 0.4587, 0.0874], [-0.0889, -0.2320, -0.4917], [0.2378, 0.1301, -0.0102], [0.3307, -0.3058, 0.9393], [-0.1154, 0.0811, 0.1821], [0.1122, 0.1309, 0.0063], [0.1134, 0.0462, -0.0673], [0.3939, -0.2917, -0.0779], [-0.0014, -0.7294, -0.3862], [-0.3630, -1.1493, 0.8957], [1.3527, 0.8469, 2.1415], [-1.1721, 0.5464, -1.1106], [-0.4539, -0.2625, 2.1562], [-0.4411, 0.1864, -0.5344], [1.3830, -0.2578, -0.2072], [-0.9893, 0.3111, 1.1595], [-0.4183, -0.6504, -0.1933], [1.6740, -0.1988, -0.3069], [0.7923, -0.5273, -0.5046], [-0.0729, 0.2745, 1.1829], [-1.0322, -0.0726, 0.1057], [-0.1833, 0.5111, -1.1664], [0.9799, -0.2473, -0.3431], [0.3260, -0.7845, -0.3536], [0.6239, 0.4586, -0.0987], [-0.4914, -0.1380, 0.5302], [0.4129, -0.3013, -0.7124], [0.3548, -0.0915, -0.1805], [-0.2365, 0.1693, -0.3279], [0.2595, -0.5769, -0.7246], [-0.3093, 0.2179, -0.4604], [0.0165, 1.0131, 0.5123], [-0.3526, 0.1969, 0.1049], [0.1323, 0.8071, -0.9426], [0.1731, 0.1372, 0.3431], [-0.6857, -0.5433, 0.4268], [-0.3677, -0.0636, 0.1787], [-0.3223, 0.1404, -0.8321], [-0.6206, 0.0528, -0.7152], [-1.0819, 0.3599, -1.2661], [-1.2337, 0.0611, 0.4484], [-0.2937, 0.2226, -1.3108], [1.2234, 1.0883, 0.5707], [0.6873, -0.3497, 0.7356], [0.5533, -0.2205, 0.2199], [0.3917, 0.2185, 0.0118], [0.2151, -0.1662, -0.2786], [-0.1409, -0.8624, 0.4905], [-0.5214, -0.0802, 0.2367], [-0.8753, 0.5349, 0.0437], [0.2826, -0.0962, -0.9827], [0.3156, -2.2943, 0.7856], [-0.3290, 1.1464, 0.7153], [0.5279, -0.5088, -0.0578], [0.0626, 0.0203, 0.3826], [-0.2972, -0.1505, 0.0394], [-0.1941, 0.6397, -0.2461], [-0.2033, 0.7381, -0.5656], [0.6619, -0.0194, -0.1540], [-0.6077, -0.1537, 0.5203], [-1.3002, -0.5653, 1.1876], [-0.9865, 0.8048, -2.1436], [0.3134, 0.4247, 0.7137], [0.9568, -0.7054, -0.0722], [0.7001, 0.4258, -1.0072], [0.4877, 0.0699, 0.0691], [0.4031, -0.3839, 0.1396], [0.1600, 0.1907, 0.9060], [-0.0130, -0.1409, -0.2269], [-0.8621, 1.2225, -1.0202], [-0.2688, -0.2104, 0.5670], [0.7437, -0.1339, -1.1574], [-0.5400, 1.4365, -0.5471], [0.7917, 0.0065, 0.5687], [0.6638, 0.1423, 0.3398], [-0.9217, -0.7586, 0.4542], [0.5338, 0.5264, 0.0157], [-0.3816, -1.4532, 0.7045], [0.2944, -1.2458, 0.1460]]}